# C58H149N7O19

A cluster of 19 separate species, C58H149N7O19 in total at a distorted geometry (ωB97M-V with the def2-TZVPD basis set, the Open Molecules 2025 dataset).

Element x y z (Å)
1 O -5.40890 0.71377 4.42483
2 H -5.43927 1.56496 4.90621
3 H -4.58841 0.73909 3.92775
4 O -4.20876 -1.91511 0.55567
5 H -4.05288 -2.83120 0.93587
6 H -4.84450 -1.53217 1.17823
7 O -4.41567 -5.46765 -1.69204
8 H -5.09642 -4.82967 -1.53223
9 H -4.73409 -6.17960 -1.09666
10 O 3.64037 -3.32623 -1.52620
11 H 2.90285 -2.75461 -1.78715
12 H 4.38462 -2.94061 -2.02330
13 O 1.44764 -2.01992 -2.72339
14 H 1.29896 -2.85392 -3.25118
15 H 0.80749 -1.88432 -1.95362
16 O -2.97488 -4.36911 1.59951
17 H -2.45810 -4.50003 0.76387
18 H -2.83404 -5.08689 2.17337
19 O 2.94094 -6.03316 -2.13255
20 H 3.23942 -5.16733 -1.79181
21 H 2.47640 -6.48832 -1.42277
22 O -2.99336 0.15019 3.56640
23 H -2.87193 -0.79399 3.62930
24 H -2.18437 0.49208 3.93140
25 O 3.79890 -0.41892 -2.21210
26 H 2.91176 -0.68935 -2.59189
27 H 3.84277 0.48556 -2.54261
28 O -1.94735 -4.30666 -1.04413
29 H -2.01161 -3.36028 -1.24903
30 H -2.83435 -4.59697 -1.38777
31 O 0.31265 -6.91176 -1.07236
32 H 0.12707 -6.77471 -2.03444
33 H -0.12370 -6.09925 -0.78681
34 O -6.03935 -1.69437 2.91142
35 H -5.96111 -2.40408 3.61856
36 H -6.12719 -0.81967 3.34796
37 C -3.91314 -2.31103 -3.69801
38 C -5.14950 -1.38549 -3.74137
39 C -5.07321 -0.59706 -5.00634
40 C -6.41814 0.07719 -5.45299
41 C -7.53516 -0.90897 -5.46726
42 C -7.69589 -1.59355 -4.10097
43 N -6.32421 -2.24714 -3.87752
44 O -6.39993 -3.04820 -2.72234
45 C -8.19980 -0.58360 -2.93603
46 C -8.76324 -2.62103 -4.29378
47 C -5.13607 -0.46727 -2.50324
48 H -4.18241 -3.12900 -4.35796
49 H -3.76581 -2.59167 -2.66263
50 H -3.03598 -1.83300 -4.02837
51 H -4.24107 0.17611 -4.83426
52 H -4.65055 -1.20483 -5.79419
53 H -6.17233 0.38119 -6.44870
54 H -6.64993 0.88791 -4.74843
55 H -7.43493 -1.62772 -6.25826
56 H -8.48063 -0.48346 -5.70867
57 H -9.08287 -0.14382 -3.37073
58 H -8.53528 -1.15975 -2.05017
59 H -7.58455 0.24108 -2.62038
60 H -9.17895 -3.13435 -3.36247
61 H -9.64076 -2.14146 -4.74042
62 H -8.35516 -3.48078 -4.88944
63 H -5.78636 -0.77069 -1.75151
64 H -5.44082 0.50964 -2.78940
65 H -4.11735 -0.32497 -2.07560
66 H -6.79394 -2.51462 -2.02584
67 C -0.29786 -3.44572 -5.85728
68 C 0.17347 -4.91659 -5.87422
69 C 0.17747 -5.46109 -7.28728
70 C 1.42073 -4.99510 -8.15657
71 C 2.68877 -5.36114 -7.41328
72 C 2.69565 -4.71657 -6.01234
73 N 1.46383 -5.20036 -5.27474
74 O 1.49276 -4.69445 -3.93752
75 C 3.92999 -5.32283 -5.25777
76 C 2.92347 -3.18925 -5.98082
77 C -0.82235 -5.78042 -5.09460
78 H 0.16251 -2.94413 -4.96347
79 H -1.39559 -3.30697 -5.86632
80 H 0.00389 -2.87948 -6.73683
81 H 0.32286 -6.53963 -7.26920
82 H -0.77697 -5.14897 -7.78511
83 H 1.41170 -3.95881 -8.36493
84 H 1.26738 -5.62718 -9.06551
85 H 3.61322 -5.03939 -7.97861
86 H 2.67278 -6.43243 -7.20648
87 H 4.12967 -4.82751 -4.26928
88 H 3.87285 -6.39545 -5.05053
89 H 4.80613 -5.09783 -5.81880
90 H 3.90645 -2.97919 -6.43313
91 H 2.17805 -2.53665 -6.38613
92 H 3.10331 -2.89232 -4.90638
93 H -0.93266 -5.51542 -4.07586
94 H -0.51509 -6.84545 -5.19127
95 H -1.87243 -5.81319 -5.51091
96 H 1.96907 -5.41359 -3.39940
97 C 0.71424 -2.90111 0.62524
98 C 0.37028 -1.40223 0.69949
99 C 1.70126 -0.60849 0.69396
100 C 1.45269 0.81189 0.44088
101 C 0.77256 1.02793 -0.91320
102 C -0.59395 0.29616 -0.95268
103 N -0.43857 -1.06137 -0.50455
104 O -1.68214 -1.73487 -0.43287
105 C -1.65431 1.05039 -0.20649
106 C -1.04393 0.22372 -2.40540
107 C -0.32728 -1.26940 2.00460
108 H 1.24798 -3.21336 1.53844
109 H 1.28912 -3.14163 -0.20698
110 H -0.22585 -3.46247 0.52272
111 H 2.21924 -0.82510 1.63059
112 H 2.25309 -1.13023 -0.08915
113 H 2.39143 1.38081 0.43222
114 H 0.93005 1.20897 1.33937
115 H 1.27626 0.57250 -1.77124
116 H 0.52491 2.06687 -1.16892
117 H -1.47205 1.14020 0.85765
118 H -1.65342 2.07982 -0.55268
119 H -2.64933 0.53439 -0.27174
120 H -1.96724 -0.41436 -2.53218
121 H -1.25442 1.18761 -2.79522
122 H -0.21807 -0.22537 -2.97413
123 H 0.37586 -1.57049 2.77605
124 H -1.27430 -1.94516 2.06280
125 H -0.46712 -0.23913 2.32352
126 H -2.32908 -1.40330 0.20540
127 C -2.56527 6.55894 -0.89125
128 C -2.44688 5.06342 -0.98355
129 C -1.01683 4.54621 -1.19081
130 C -0.14654 4.68184 0.00265
131 C -0.76637 4.15407 1.23032
132 C -2.23669 4.41240 1.52500
133 N -2.92527 4.40587 0.26641
134 O -4.29566 4.72059 0.52425
135 C -2.80153 3.30673 2.40389
136 C -2.30060 5.70307 2.34453
137 C -3.26408 4.55815 -2.17307
138 H -2.84738 6.86967 -1.86576
139 H -1.57270 7.01741 -0.56924
140 H -3.25980 6.83622 -0.14612
141 H -1.20283 3.47997 -1.40035
142 H -0.58053 4.98677 -2.13755
143 H 0.08187 5.80260 0.21485
144 H 0.82118 4.20845 -0.22096
145 H -0.16882 4.49018 2.14503
146 H -0.76100 3.06498 1.17668
147 H -3.77055 3.52156 2.93775
148 H -3.13696 2.40695 1.86839
149 H -2.11457 2.93433 3.18261
150 H -3.27671 6.11493 2.50890
151 H -1.87416 5.39685 3.37334
152 H -1.73553 6.44545 1.77795
153 H -2.84536 4.99321 -3.04269
154 H -4.30016 4.92545 -2.08010
155 H -3.30925 3.50174 -2.16878
156 H -4.64175 3.81597 0.59388
157 C -0.42806 0.97039 6.19942
158 C 0.68501 1.98617 5.93356
159 C 1.43995 2.31967 7.20784
160 C 2.46640 1.32751 7.64196
161 C 3.49918 1.13144 6.52165
162 C 2.81251 0.68230 5.24266
163 N 1.70271 1.52564 4.94474
164 O 0.98679 0.95831 3.86469
165 C 3.82056 0.72744 4.07938
166 C 2.43409 -0.79179 5.32511
167 C -0.04031 3.21953 5.35832
168 H -1.32837 1.42026 6.60685
169 H -0.14080 0.15915 6.85332
170 H -0.73810 0.46386 5.33096
171 H 1.82554 3.38764 7.16687
172 H 0.78380 2.48584 8.08753
173 H 2.03272 0.40822 7.76197
174 H 2.89125 1.54223 8.63453
175 H 4.24404 0.44205 6.88029
176 H 3.95937 2.16227 6.29835
177 H 4.51307 -0.06571 4.14364
178 H 3.29759 0.55662 3.14569
179 H 4.32478 1.74465 4.00793
180 H 3.30546 -1.37312 5.71147
181 H 1.68612 -0.91121 6.04774
182 H 2.01962 -1.15873 4.35012
183 H -0.49478 3.12707 4.36575
184 H 0.61602 4.14747 5.23722
185 H -0.94441 3.40797 6.02573
186 H 1.12759 1.60744 3.21372
187 C 3.80269 4.53004 0.51074
188 C 3.62867 4.78040 2.06884
189 C 5.03897 4.49338 2.57046
190 C 5.26655 5.08230 4.01736
191 C 4.71504 6.47759 4.14996
192 C 3.26639 6.75797 3.59664
193 N 3.20930 6.22154 2.22809
194 O 1.84505 6.37718 1.80316
195 C 2.33190 6.09566 4.61745
196 C 3.02742 8.24869 3.60268
197 C 2.57261 3.76400 2.56418
198 H 4.54705 5.26041 0.20544
199 H 2.85430 4.68760 -0.02139
200 H 4.12873 3.54340 0.31123
201 H 5.30551 3.45362 2.60888
202 H 5.72814 4.91457 1.89614
203 H 6.34374 4.97752 4.36845
204 H 4.68083 4.31556 4.58614
205 H 5.41132 7.21913 3.64638
206 H 4.69710 6.85815 5.20108
207 H 1.26025 6.22433 4.45681
208 H 2.55856 5.01872 4.83905
209 H 2.54960 6.63007 5.53078
210 H 1.99944 8.36231 3.18470
211 H 2.89417 8.62349 4.63857
212 H 3.77690 8.79985 3.03918
213 H 2.22680 3.19172 1.71257
214 H 1.70912 4.35425 2.93266
215 H 3.07534 3.20388 3.34255
216 H 1.80405 6.62153 0.87008
217 C 4.85848 -3.29597 2.36821
218 C 5.79199 -2.31322 1.66279
219 C 6.71275 -2.95194 0.59057
220 O 7.31499 -4.20195 1.02023
221 C 8.43430 -4.01707 1.91336
222 N 5.01581 -1.14300 1.18058
223 H 4.05470 -2.85295 2.88909
224 H 5.50496 -3.96865 3.01574
225 H 4.45061 -3.95078 1.59263
226 H 6.49901 -1.96395 2.39160
227 H 7.51564 -2.24492 0.31993
228 H 6.14659 -3.18727 -0.30594
229 H 9.07528 -3.19540 1.65095
230 H 8.98519 -4.99840 1.81581
231 H 8.08097 -3.99184 2.93364
232 H 5.62410 -0.62870 0.58657
233 H 4.29589 -1.53898 0.65028

Results
* E_HOMO: -0.3022 Ha
* total energy: -4111.8193 hartree

Löwdin population analysis, charges in e, atoms 1 to 6: number 1, O, carries -0.08; number 2, H, carries 0.06; number 3, H, carries -0.03; number 4, O, carries -0.07; number 5, H, carries 0.04; number 6, H, carries 0.01